No. 1
Here is a 3-piece molecular cluster, C11H26O3Si overall from OMol25. Energies are from ωB97M-V/def2-TZVPD.

The geometry in XYZ format:
```
41
Properties=species:S:1:pos:R:3:forces:R:3:lowdin_charge:R:1
C 2.1323 -2.5191 0.6554 -0.031 -0.818 -0.557 0.035
C 1.7076 -1.4298 0.3815 0.041 0.551 0.237 -0.254
Si 1.1258 0.2617 -0.0097 -0.281 0.125 -0.058 0.600
C 0.0026 0.1809 -1.5079 0.151 -0.333 0.036 -0.332
C -1.1896 -0.7781 -1.3723 0.022 0.246 -0.265 -0.250
C -2.1362 -0.4582 -0.2289 -0.065 -0.166 -0.191 -0.280
O -1.6852 -0.9934 1.0133 0.034 0.098 -0.029 -0.087
H 2.4166 -3.5524 0.6672 0.063 0.283 0.357 0.030
H 0.3937 0.8375 1.1434 0.097 -0.033 0.078 -0.031
H 2.2854 1.1429 -0.2528 0.065 -0.057 -0.044 -0.039
H -0.3384 1.1816 -1.7778 -0.039 0.120 0.082 0.070
H 0.6212 -0.1609 -2.3423 0.084 0.060 -0.040 0.072
H -1.7668 -0.7358 -2.3002 -0.036 -0.018 -0.042 0.098
H -0.8321 -1.8042 -1.2872 -0.038 -0.082 0.165 0.110
H -3.1144 -0.8818 -0.4503 -0.051 -0.041 0.122 0.100
H -2.2659 0.6254 -0.1658 -0.061 0.096 0.079 0.117
H -1.3521 -0.2729 1.5529 0.037 -0.051 0.071 0.045
C -4.9976 2.3338 -2.1349 0.044 -0.022 0.080 -0.058
C -4.7807 0.9374 -2.6972 -0.154 0.106 -0.032 -0.505
C -5.5139 0.7348 -4.0138 0.019 -0.093 -0.001 -0.060
O -5.1659 -0.0542 -1.7461 0.095 -0.011 -0.031 -0.059
H -6.0593 2.5008 -1.9338 -0.020 0.009 -0.049 0.082
H -4.4585 2.4565 -1.1952 0.019 -0.011 -0.013 0.075
H -4.6589 3.0994 -2.8341 -0.009 -0.002 -0.011 0.080
H -3.7123 0.7749 -2.8522 0.027 -0.038 0.025 0.125
H -6.5912 0.8535 -3.8697 -0.004 0.055 0.003 0.081
H -5.3384 -0.2696 -4.3990 0.026 0.005 0.006 0.080
H -5.1889 1.4576 -4.7633 -0.004 0.013 0.006 0.080
H -6.1078 0.0488 -1.5743 -0.030 -0.012 0.013 0.089
C 6.4598 -0.9723 4.1589 0.066 0.060 0.020 -0.066
C 5.5079 0.0492 3.5556 0.003 -0.163 -0.075 -0.503
C 4.3633 -0.6153 2.8076 0.007 0.094 -0.012 -0.074
O 6.2121 0.9518 2.7027 -0.028 0.043 0.084 -0.054
H 6.9077 -1.5843 3.3708 -0.043 -0.033 -0.012 0.080
H 7.2686 -0.4740 4.6934 -0.020 0.014 0.010 0.078
H 5.9406 -1.6361 4.8515 -0.010 -0.007 -0.009 0.078
H 5.1035 0.6764 4.3515 0.008 0.055 0.001 0.136
H 4.7456 -1.2157 1.9779 0.012 -0.047 0.018 0.077
H 3.6922 0.1331 2.3864 -0.005 0.017 0.021 0.067
H 3.7850 -1.2687 3.4620 0.000 -0.014 -0.007 0.082
H 6.5827 0.4389 1.9769 0.009 0.002 -0.037 0.084
```
Positions in Å, forces in eV/Å.

Results
- Energy above the lowest of the compared OMol25 structures with the same formula, charge and spin: 119.05 kcal per mole
- Structure (SMILES): C#C[SiH2]CCCO.CC(C)O.CC(C)O
- Orbital gap: 10.637 eV



No. 2
Here is C11H27Cl6O10P2Pb as an isolated structure from OMol25. Energies are from ωB97M-V/def2-TZVPD.

The geometry in XYZ format:
```
57
Properties=species:S:1:pos:R:3:forces:R:3:lowdin_charge:R:1
Pb -0.2032 -1.2168 -3.4482 -0.353 1.284 1.623 1.744
C -0.2273 0.1031 0.9158 0.171 -0.183 -1.010 0.026
C -0.2628 -0.3140 -0.5736 0.944 -1.115 2.262 -0.783
O -0.2896 -1.5161 -0.8875 -0.515 -3.192 -0.242 -0.187
O -0.1777 0.4797 -1.4843 0.044 3.542 -3.171 -0.093
H 0.3036 -0.6083 1.5484 -0.183 -0.419 -0.335 0.054
H -1.2697 0.1137 1.2343 0.093 0.434 0.277 0.072
H 0.3160 1.0425 1.0181 -0.612 0.210 -0.098 0.032
C 2.9351 4.1403 2.1913 0.866 1.435 0.038 -1.027
Cl 3.0865 5.0197 3.7560 0.263 -0.244 -0.804 0.499
Cl 1.8922 2.7846 2.4316 -0.580 -0.869 -0.243 0.534
H 2.5690 4.8359 1.4361 -0.588 -0.117 0.351 0.036
H 3.8977 3.8330 1.7824 0.076 -0.254 0.699 0.037
C -2.7100 -2.6752 1.0803 -0.299 0.341 -0.630 -1.025
Cl -2.8999 -1.9048 2.6859 0.463 -0.087 -0.565 0.522
Cl -4.0302 -3.8497 0.8646 0.778 0.168 -0.143 0.543
H -2.7464 -1.9476 0.2695 -0.812 0.403 0.419 0.014
H -1.7041 -3.0369 0.8669 -0.131 -0.791 0.909 0.011
C 3.1302 -1.8731 -0.1142 -1.057 -0.492 -0.439 -1.083
Cl 3.5908 -3.2304 0.9016 0.072 -0.150 0.548 0.565
Cl 4.5193 -1.0621 -0.7764 0.045 0.356 -0.087 0.574
H 2.5224 -2.3223 -0.8996 0.328 0.130 -0.211 0.011
H 2.4361 -1.2150 0.4085 0.551 0.196 0.256 0.010
C -1.5071 3.1836 -3.1691 1.208 0.963 0.653 -0.087
O -2.2575 2.8528 -4.3250 0.125 -2.100 -1.512 -0.193
P -1.6015 1.7952 -5.3321 -0.656 3.593 -3.270 0.525
O -1.3693 0.4515 -4.7357 0.806 -0.818 0.585 -0.462
O -2.5511 1.8132 -6.6567 0.341 -0.552 2.424 -0.201
C -4.0049 1.7798 -6.5078 -0.739 0.894 -0.397 -0.056
O -0.3218 2.6211 -5.9820 -1.656 -1.452 2.516 -0.197
C 0.3834 2.1362 -7.0943 0.730 -0.047 -2.181 -0.116
H -1.9911 2.9957 -2.2107 -0.585 -0.012 -0.431 0.101
H -1.2970 4.2425 -3.3202 0.147 -0.036 0.569 0.109
H -0.5637 2.6400 -3.1182 0.091 0.007 -0.123 0.070
H -4.4753 0.8368 -6.7861 0.605 -0.225 0.300 0.096
H -4.4241 2.5195 -7.1900 0.432 -0.025 -0.306 0.098
H -4.3478 2.1611 -5.5460 0.351 -0.487 0.266 0.085
H -0.2990 1.8343 -7.8888 -0.088 -0.432 0.205 0.094
H 1.1719 1.4011 -6.9330 -0.470 -0.468 0.699 0.090
H 0.9586 2.9227 -7.5827 -0.275 0.637 0.550 0.101
C 0.4185 -4.0029 2.9363 -0.712 -1.030 -0.155 -0.059
O 0.3973 -2.6377 3.3373 0.753 2.910 3.021 -0.248
P 0.6790 -2.3409 4.9297 -0.259 -1.301 -1.584 0.582
O 0.4020 -3.4561 5.8340 0.407 1.083 -0.313 -0.145
O 2.2389 -1.8042 4.9700 -2.625 -0.990 2.186 -0.069
C 2.7376 -0.8957 4.0905 0.466 1.068 -2.849 -0.089
O -0.1985 -0.9527 5.3264 1.328 -1.094 -0.579 -0.071
C -0.6292 -0.7532 6.6824 0.351 0.611 0.056 0.007
H 1.2571 -4.1936 2.2666 0.151 0.098 0.368 0.066
H -0.5012 -4.1469 2.3693 0.005 -0.204 0.175 0.085
H 0.4007 -4.5843 3.8581 0.147 -0.572 -0.537 0.091
H 2.1478 -0.9595 3.1761 0.098 0.358 -0.201 0.074
H 3.7654 -1.1304 3.8133 0.191 -0.245 0.402 0.130
H 2.7390 0.1364 4.4409 -0.085 0.075 0.532 0.120
H 0.2329 -0.7464 7.3494 0.547 -0.499 0.122 0.133
H -1.2759 -1.5686 7.0065 -0.147 0.023 -0.116 0.130
H -0.9922 0.2695 6.7841 -0.547 -0.316 -0.476 0.121
```
Positions in Å, forces in eV/Å.

Results
- Net charge: +2
- Multiplicity: 2
- Orbital gap (alpha / beta): 7.345 / 3.203 eV



No. 3
Here is C11H27ClGaO2 as an isolated structure from OMol25. Energies are from ωB97M-V/def2-TZVPD.

The geometry in XYZ format:
```
42
Properties=species:S:1:pos:R:3:forces:R:3:lowdin_charge:R:1
C -2.8915 5.4771 2.7722 -0.333 -0.046 -0.470 -0.180
C -3.6280 5.0683 1.7095 -0.814 1.011 0.218 -0.330
Ga -3.1924 5.4554 -0.2530 -0.649 0.808 -0.021 0.270
C -1.3477 4.7520 -0.8346 0.651 -0.111 0.633 -0.382
C -0.5847 3.9333 0.1890 -0.553 -0.388 -0.785 -0.724
C -1.4018 2.8149 0.8547 0.161 0.609 0.396 -0.149
Cl 0.8161 3.0662 -0.7242 0.411 0.021 0.081 0.449
H -2.7132 6.5470 2.8797 1.628 -0.198 -0.505 0.021
H -2.5098 4.7787 3.5199 -1.073 0.377 0.952 0.020
H -4.5147 4.4663 1.9599 1.107 -1.688 -0.306 0.012
H -4.2973 4.7098 -1.1657 0.002 -0.047 0.038 -0.113
H -3.2226 7.0594 -0.4731 0.104 -0.003 -0.108 -0.118
H -0.6998 5.5898 -1.1098 -0.151 0.094 -0.061 0.031
H -1.4279 4.1346 -1.7327 -0.396 0.017 0.026 0.029
H -0.0621 4.5625 0.9016 0.034 -0.085 0.109 0.077
H -2.3923 2.7850 0.4026 0.050 -0.303 -0.076 0.061
H -0.9073 1.8471 0.8387 -0.056 -0.026 -0.174 0.039
H -1.5451 3.0931 1.8998 -0.133 -0.096 0.000 0.055
C 1.3589 -0.7861 -0.0554 0.075 -0.005 0.166 -0.068
C 0.5721 -1.4936 -1.1445 0.135 0.574 -0.098 -0.503
C 1.3284 -1.4864 -2.4641 -0.040 -0.150 -0.143 -0.063
O -0.6954 -0.8565 -1.3098 -0.119 -0.236 -0.053 -0.060
H 1.5247 0.2594 -0.3263 0.011 -0.003 -0.040 0.039
H 0.8021 -0.7900 0.8832 -0.008 -0.047 -0.014 0.081
H 2.3256 -1.2634 0.1115 -0.021 -0.030 -0.010 0.067
H 0.3710 -2.5212 -0.8462 -0.146 0.023 -0.023 0.114
H 1.4992 -0.4606 -2.8025 0.051 0.022 0.101 0.081
H 0.7483 -1.9895 -3.2402 0.003 -0.042 0.035 0.076
H 2.2935 -1.9876 -2.3687 0.001 0.017 0.009 0.067
H -0.5364 0.0597 -1.5715 -0.003 0.001 0.118 0.077
C 2.6706 -5.6692 1.4578 -0.033 0.104 0.185 -0.065
C 1.7308 -5.1380 0.3859 0.476 -0.327 -0.199 -0.493
C 1.4394 -6.1955 -0.6682 -0.191 0.037 -0.088 -0.062
O 2.3017 -3.9863 -0.2306 -0.111 0.087 0.081 -0.062
H 3.6304 -5.9571 1.0192 -0.053 -0.076 -0.064 0.079
H 2.8746 -4.8987 2.2021 -0.057 -0.001 0.004 0.080
H 2.2455 -6.5383 1.9629 0.025 -0.010 -0.010 0.078
H 0.7968 -4.8129 0.8464 0.028 0.159 -0.056 0.141
H 2.3612 -6.4995 -1.1727 0.041 -0.035 0.098 0.079
H 0.7699 -5.7983 -1.4320 -0.032 0.010 0.046 0.080
H 0.9782 -7.0802 -0.2257 0.022 -0.011 -0.014 0.078
H 3.1310 -4.2508 -0.6452 -0.047 -0.007 0.026 0.093
```
Positions in Å, forces in eV/Å.

Results
- Energy above the lowest of the compared OMol25 structures with the same formula, charge and spin: 0.00 kcal per mole
- Net charge: -1
- Orbital gap: 5.846 eV



No. 4
Here is a 3-piece molecular cluster, C11H27FN5O2 overall from OMol25. Energies are from ωB97M-V/def2-TZVPD.

The geometry in XYZ format:
```
46
Properties=species:S:1:pos:R:3:forces:R:3:lowdin_charge:R:1
N 6.4247 -0.7436 -0.0474 -0.597 -0.074 -0.375 0.053
C 6.3526 0.6628 -0.1447 0.238 0.023 0.137 -0.174
N 5.0191 1.2458 -0.5500 -0.267 0.032 -0.264 -0.032
C 4.7215 2.3515 -1.2190 0.038 0.015 -0.013 -0.062
N 3.4185 2.5537 -1.3585 0.092 -0.063 0.027 0.193
C 2.8628 1.5078 -0.7418 0.099 0.181 -0.121 -0.312
N 1.5598 1.2865 -0.6302 -0.227 -0.337 0.242 0.117
F 0.7330 2.1738 -1.2139 0.095 0.212 -0.088 0.055
N 3.8062 0.6864 -0.2387 0.026 -0.084 0.203 0.185
H 5.7971 -1.1742 0.6177 0.288 0.030 0.263 0.081
H 6.3452 -1.2256 -0.9342 0.131 0.036 0.005 0.099
H 6.6270 1.1289 0.8009 -0.093 -0.037 0.006 0.138
H 7.0234 1.0105 -0.9278 0.056 0.057 0.098 0.139
H 5.4870 3.0110 -1.6002 -0.007 -0.028 -0.003 0.159
H 1.0698 0.5153 -0.1967 -0.079 -0.018 -0.013 0.166
H 3.7239 -0.1684 0.2878 0.047 0.002 -0.044 0.178
C -1.6297 0.0978 -1.8447 0.093 0.037 -0.092 -0.088
C -2.9951 0.0179 -2.5050 -0.014 -0.084 0.063 -0.263
O -4.0393 -0.1097 -1.5566 -0.044 0.007 0.021 -0.165
C -4.2699 1.0196 -0.7266 -0.036 0.012 -0.003 -0.286
C -4.7567 2.2462 -1.4758 -0.019 -0.011 -0.035 -0.072
H -1.4794 -0.7721 -1.2077 0.077 -0.024 0.005 0.060
H -0.8460 0.1211 -2.6059 -0.018 0.003 -0.022 0.078
H -1.5280 0.9933 -1.2305 -0.021 0.010 -0.022 0.057
H -3.0525 -0.8871 -3.1100 -0.031 0.019 -0.020 0.123
H -3.1660 0.8657 -3.1762 0.013 0.026 0.057 0.110
H -3.3764 1.2664 -0.1388 0.022 -0.032 -0.027 0.102
H -5.0319 0.6882 -0.0205 -0.002 0.012 -0.002 0.122
H -4.0126 2.6238 -2.1778 0.011 0.018 0.028 0.067
H -4.9762 3.0454 -0.7669 -0.012 0.000 0.000 0.080
H -5.6661 2.0181 -2.0316 0.001 -0.001 -0.003 0.085
C -2.9732 -1.1225 2.6682 0.080 0.048 0.015 -0.066
C -2.3115 -1.5328 1.3668 -0.095 0.009 -0.005 -0.259
O -0.9520 -1.0993 1.2460 0.106 0.003 -0.021 -0.195
C -0.0704 -1.5950 2.2406 -0.055 -0.010 0.023 -0.290
C 0.0418 -3.1081 2.2854 0.021 0.004 -0.048 -0.073
H -2.9415 -0.0390 2.7923 -0.010 -0.003 0.001 0.084
H -4.0168 -1.4375 2.6570 -0.006 0.014 -0.015 0.086
H -2.5032 -1.5798 3.5398 -0.029 -0.033 -0.006 0.069
H -2.8330 -1.0773 0.5267 0.030 0.010 -0.022 0.091
H -2.3775 -2.6161 1.2265 0.067 0.005 0.020 0.117
H -0.3429 -1.2059 3.2273 0.003 0.011 -0.022 0.111
H 0.9034 -1.1626 1.9877 0.036 0.013 0.050 0.096
H -0.9006 -3.5782 2.5630 0.008 0.007 0.030 0.073
H 0.7846 -3.4000 3.0289 0.006 0.001 -0.001 0.080
H 0.3471 -3.5031 1.3154 -0.021 -0.017 -0.007 0.082
```
Positions in Å, forces in eV/Å.

Results
- Net charge: +1
- Orbital gap: 8.364 eV